Entry 1:
Formula: C6H16S2Si2
Source: OMol25
Level of theory: ωB97M-V/def2-TZVPD

Summary:
Frontier orbital gap (eV): 9.0
Energy (eV): -43909.6043
HOMO energy (hartree): -0.3096
SMILES string: C[C@@H]1S[Si](C)(C)S[Si]1(C)C
Largest force on an atom (hartree/bohr): 0.11675

```
26
C6H16S2Si2 (ωB97M-V/def2-TZVPD)
C 0.39092 -0.26576 1.44010
C -0.38484 0.13697 2.67620
C -2.32388 -0.26344 0.31428
C -0.71608 -3.08743 0.57084
C -0.53665 2.54247 -1.54170
C 2.13613 1.86995 -2.62135
Si -0.73934 -1.24276 0.17201
Si 0.80748 1.23369 -1.49351
S 1.07015 1.30342 0.72840
S 0.32334 -0.81337 -1.91954
H 1.23917 -0.91120 1.87545
H -1.24652 0.79551 2.31245
H 0.23342 0.72531 3.37527
H -0.92825 -0.69653 3.24819
H -2.90837 -0.40197 -0.66032
H -3.02317 -0.53372 1.13856
H -2.10011 0.69156 0.43922
H -1.66041 -3.46764 0.30256
H 0.06041 -3.71059 0.04375
H -0.55796 -3.31874 1.67801
H -1.29457 2.64514 -0.74412
H 0.01718 3.45411 -1.56371
H -1.15533 2.45667 -2.49308
H 1.83812 2.49272 -3.36116
H 2.86377 2.33878 -2.07141
H 2.79619 1.10449 -3.10645
```

=====

Entry 2:
Formula: C6H16S4
Source: OMol25
Level of theory: ωB97M-V/def2-TZVPD

Summary:
Frontier orbital gap (eV): 9.1
Energy (eV): -49821.8216
HOMO energy (hartree): -0.3093
SMILES string: CSCSC.CSCSC
Largest force on an atom (hartree/bohr): 0.02556

```
26
C6H16S4 (ωB97M-V/def2-TZVPD)
S 1.16957 -2.40327 0.43051
S -1.50327 -1.58131 -0.74427
C 0.22457 -3.84192 1.07739
C -2.22483 -3.19342 -1.24439
C 0.22865 -1.94293 -1.02270
H 0.86053 -4.22625 1.89253
H 0.09629 -4.63884 0.32568
H -0.76498 -3.58786 1.49316
H -1.60578 -4.04086 -0.90495
H -2.33475 -3.25473 -2.34019
H -3.22382 -3.28131 -0.78514
H 0.68627 -1.03894 -1.46859
H 0.38164 -2.78112 -1.72944
S 1.55850 3.27742 -0.98529
S -0.42030 3.15277 1.40608
C 2.30453 4.70308 -0.14822
C -0.36400 1.30023 1.60326
C -0.13151 3.19870 -0.36922
H 3.33424 4.84319 -0.51792
H 2.33694 4.58876 0.94836
H 1.71787 5.60510 -0.39071
H -0.68007 1.17463 2.65251
H 0.64347 0.86706 1.48506
H -1.06378 0.74508 0.95617
H -0.62381 4.07166 -0.83935
H -0.60227 2.28502 -0.78033
```

=====

- The highest HOMO energy belongs to which entry?
  C6H16S4

=====

- Which formula does entry 1 have?
  C6H16S2Si2

=====

- What is the formula in the second record?
  C6H16S4

=====

- The highest energy belongs to which entry?
  C6H16S2Si2